# C38H35N4O5Sn

A structure of composition C38H35N4O5Sn in a non-equilibrium geometry (ωB97M-V/def2-TZVPD, the OMol25 dataset).

Results
Orbital gap   0.156 Ha
Highest occupied orbital energy   -10.62 eV
E_tot   -61993.62194 eV
Total charge   +1

Last column: Mulliken charge in e.
Cartesian coordinates (Å):
Sn1 0.24 1.05 -0.05  1.039
C1 2.94 -4.38 3.10  -1.682
C2 1.91 -4.09 2.02  0.996
C3 1.30 -5.36 1.47  -1.669
O1 0.89 -3.25 2.53  -0.309
C4 1.26 -1.91 2.21  -1.349
C5 1.88 -2.09 0.80  -0.597
O2 2.50 -3.35 0.96  -0.287
C6 2.87 -0.99 0.24  3.270
O3 2.11 0.10 -0.15  -0.940
C7 3.52 -1.60 -1.04  -0.178
C8 3.26 -0.99 -2.26  -0.677
C9 3.84 -1.45 -3.43  -0.804
C10 4.68 -2.55 -3.41  -0.483
C11 4.94 -3.18 -2.20  -1.095
C12 4.36 -2.72 -1.02  -0.203
C13 3.89 -0.54 1.30  0.009
C14 5.26 -0.78 1.24  -0.370
C15 6.11 -0.31 2.23  -0.887
C16 5.62 0.44 3.29  -0.745
C17 4.26 0.72 3.34  -0.813
C18 3.41 0.25 2.35  -0.287
C19 0.01 -1.02 2.51  3.860
O4 -0.05 0.12 1.75  -0.683
C20 -1.29 -1.83 2.32  -0.959
C21 -1.51 -2.64 1.25  -0.910
C22 -2.82 -3.33 1.02  -0.333
C23 -3.79 -3.24 2.15  -0.909
C24 -3.54 -2.43 3.19  -0.810
C25 -2.35 -1.65 3.22  0.371
C26 0.11 -0.64 4.00  -0.294
C27 0.04 -1.63 4.98  0.011
C28 0.08 -1.28 6.32  -0.931
C29 0.19 0.06 6.69  -0.692
C30 0.27 1.04 5.72  -0.787
C31 0.22 0.69 4.37  -0.687
H1 2.49 -5.01 3.86  0.405
H2 3.27 -3.45 3.57  0.330
H3 3.81 -4.89 2.67  0.398
H4 0.75 -5.89 2.25  0.365
H5 2.10 -6.00 1.09  0.389
H6 0.62 -5.12 0.65  0.348
H7 2.06 -1.58 2.87  0.936
H8 1.09 -2.14 0.03  0.274
H9 2.62 -0.12 -2.27  0.391
H10 3.63 -0.95 -4.36  0.428
H11 5.13 -2.92 -4.32  0.421
H12 5.59 -4.04 -2.17  0.399
H13 4.57 -3.24 -0.11  0.619
H14 5.68 -1.31 0.41  0.648
H15 7.17 -0.52 2.16  0.444
H16 6.29 0.82 4.05  0.418
H17 3.86 1.31 4.15  0.495
H18 2.36 0.52 2.38  0.058
H19 -0.73 -2.81 0.51  0.614
H20 -2.65 -4.39 0.80  0.507
H21 -4.69 -3.84 2.10  0.474
H22 -4.24 -2.37 4.01  0.532
H23 -2.26 -0.89 3.99  0.671
H24 -0.02 -2.67 4.69  0.473
H25 0.03 -2.05 7.08  0.461
H26 0.21 0.33 7.74  0.419
H27 0.34 2.08 6.00  0.480
H28 0.26 1.45 3.60  0.310
N1 -3.47 -2.78 -0.24  0.006
C32 -3.32 -1.24 -0.36  0.602
O5 -2.25 -0.92 -0.82  -0.682
C33 -4.42 -0.55 0.09  0.525
C34 -4.37 0.87 0.11  -0.183
N2 -4.30 2.02 0.14  -0.512
C35 -5.58 -1.25 0.48  -0.182
N3 -6.47 -1.94 0.73  -0.485
H29 -4.47 -3.03 -0.25  0.477
H30 -3.00 -3.17 -1.06  0.487
C36 0.13 6.08 -1.11  -1.095
C37 0.29 5.97 0.41  -0.190
C38 0.48 4.59 0.79  0.323
N4 0.63 3.47 1.03  -0.508
H31 -0.04 7.11 -1.40  0.343
H32 -0.72 5.48 -1.45  0.318
H33 1.02 5.72 -1.62  0.321
H34 -0.60 6.35 0.92  0.271
H35 1.15 6.55 0.75  0.274



# C38H35N5O5S2Zr

A structure of composition C38H35N5O5S2Zr in a non-equilibrium geometry (ωB97M-V/def2-TZVPD, the OMol25 dataset).

Results
Orbital gap   0.293 Ha
Highest occupied orbital energy   -7.96 eV
E_tot   -80618.19661 eV

Last column: Mulliken charge in e.
Cartesian coordinates (Å):
Zr1 -1.12 -0.12 -0.37  0.542
C1 2.63 -0.05 2.26  -1.468
C2 1.23 0.07 1.72  0.011
N1 1.02 0.06 0.45  1.371
N2 2.18 0.06 -0.34  -0.731
C3 1.96 0.46 -1.54  0.173
S1 0.44 0.91 -2.24  -0.364
S2 3.30 0.51 -2.69  -0.095
C4 4.75 0.86 -1.64  -0.896
C5 5.02 2.34 -1.49  0.433
C6 5.96 2.96 -2.31  -0.522
C7 6.20 4.32 -2.20  -0.579
C8 5.50 5.08 -1.27  -0.369
C9 4.56 4.47 -0.46  -0.767
C10 4.32 3.11 -0.57  0.218
C11 0.13 0.44 2.63  0.616
C12 0.18 0.16 4.01  -0.387
C13 -0.73 0.70 4.89  -1.364
C14 -1.68 1.61 4.41  -0.424
C15 -1.75 1.92 3.07  -0.572
C16 -0.89 1.30 2.15  1.440
O1 -1.03 1.53 0.86  -1.401
H1 3.17 0.88 2.11  0.284
H2 3.17 -0.82 1.72  0.354
H3 2.63 -0.26 3.32  0.382
H4 5.58 0.38 -2.15  0.569
H5 4.57 0.36 -0.69  0.206
H6 6.50 2.37 -3.03  0.349
H7 6.94 4.79 -2.84  0.367
H8 5.69 6.15 -1.19  0.373
H9 4.00 5.06 0.26  0.398
H10 3.57 2.64 0.05  0.335
H11 0.94 -0.52 4.38  0.302
H12 -0.68 0.45 5.94  0.430
H13 -2.39 2.06 5.10  0.412
H14 -2.49 2.62 2.69  0.572
O2 -4.72 0.80 2.38  -0.712
C17 -5.01 1.93 1.70  0.426
C18 -5.80 2.87 2.37  -0.635
C19 -6.17 4.04 1.73  -0.316
C20 -5.74 4.30 0.43  -0.723
C21 -4.94 3.38 -0.22  -0.553
C22 -4.55 2.19 0.40  -0.088
C23 -3.65 1.24 -0.28  1.340
O3 -3.20 0.18 0.35  -0.812
N3 -3.34 1.51 -1.52  -1.004
N4 -2.48 0.51 -1.99  0.594
C24 -2.48 0.20 -3.22  -0.581
C25 -1.83 -1.01 -3.69  0.345
C26 -1.77 -1.29 -5.06  -0.795
C27 -1.36 -2.52 -5.52  -0.802
C28 -1.05 -3.52 -4.60  -0.583
C29 -1.11 -3.28 -3.24  -0.444
C30 -1.45 -2.01 -2.77  0.701
O4 -1.46 -1.77 -1.46  -0.094
H15 -4.11 0.28 1.81  0.369
H16 -6.13 2.64 3.37  0.447
H17 -6.78 4.76 2.26  0.392
H18 -6.03 5.22 -0.07  0.408
H19 -4.59 3.56 -1.23  0.470
H20 -3.10 0.79 -3.90  0.486
H21 -2.06 -0.51 -5.76  0.428
H22 -1.32 -2.72 -6.58  0.404
H23 -0.77 -4.51 -4.95  0.426
H24 -0.87 -4.05 -2.51  0.517
O5 -1.47 -1.68 1.35  0.075
C31 -1.58 -3.11 1.23  -0.521
C32 -0.71 -3.79 2.25  -0.952
C33 0.72 -3.26 2.26  0.145
C34 1.44 -3.47 0.96  0.438
C35 2.47 -4.39 0.81  -1.011
C36 3.09 -4.50 -0.43  -0.514
C37 2.66 -3.69 -1.47  -1.543
C38 1.62 -2.81 -1.23  -0.166
N5 1.02 -2.70 -0.05  0.936
H25 -1.98 -1.36 2.11  0.129
H26 -1.29 -3.33 0.21  0.013
H27 -2.63 -3.40 1.36  0.441
H28 -0.74 -4.87 2.02  0.419
H29 -1.13 -3.68 3.25  0.451
H30 1.26 -3.74 3.07  0.656
H31 0.69 -2.19 2.46  -0.736
H32 2.79 -5.00 1.65  0.522
H33 3.90 -5.20 -0.57  0.418
H34 3.12 -3.74 -2.45  0.505
H35 1.25 -2.15 -2.02  0.488



# C38H36AsBaCl5F10N6O2S2

A structure of composition C38H36AsBaCl5F10N6O2S2 in a non-equilibrium geometry (ωB97M-V/def2-TZVPD, the OMol25 dataset).

Results
Orbital gap   0.205 Ha
Highest occupied orbital energy   -1.90 eV
E_tot   -226017.00269 eV
Total charge   -2

Last column: Mulliken charge in e.
Cartesian coordinates (Å):
Ba1 -0.43 -0.17 0.86  1.803
C1 -3.52 -2.17 2.34  -0.894
N1 -2.09 -2.33 2.21  1.160
C2 -1.76 -3.58 1.58  -0.864
C3 -2.06 -3.56 0.08  -1.135
N2 -0.98 -2.91 -0.61  -0.085
C4 -0.83 -3.11 -1.89  0.104
C5 -1.79 -3.63 -2.82  0.798
F1 -3.09 -3.85 -2.43  -0.406
C6 -1.51 -3.90 -4.14  0.195
F2 -2.48 -4.39 -4.95  -0.377
C7 -0.25 -3.66 -4.66  0.304
F3 0.03 -3.89 -5.98  -0.433
C8 0.72 -3.12 -3.81  0.292
F4 1.96 -2.89 -4.31  -0.500
C9 0.44 -2.86 -2.50  0.027
F5 1.44 -2.42 -1.70  -0.356
C10 -1.48 -2.14 3.52  0.161
C11 0.03 -2.32 3.60  -2.459
N3 0.72 -1.69 2.50  1.337
C12 2.02 -1.75 2.46  -1.172
C13 2.67 -1.17 1.32  0.151
F6 1.83 -0.68 0.37  0.345
C14 4.03 -1.11 1.15  -0.308
F7 4.56 -0.53 0.05  -0.349
C15 4.89 -1.65 2.10  0.449
F8 6.24 -1.60 1.94  -0.388
C16 4.32 -2.27 3.21  0.185
F9 5.14 -2.85 4.12  -0.365
C17 2.96 -2.32 3.39  0.409
F10 2.53 -2.95 4.52  -0.385
H1 -3.99 -2.99 2.90  0.286
H2 -3.74 -1.22 2.84  -0.079
H3 -3.98 -2.12 1.35  0.127
H4 -0.69 -3.75 1.67  0.155
H5 -2.29 -4.43 2.05  0.406
H6 -2.16 -4.60 -0.27  0.449
H7 -3.02 -3.06 -0.10  0.231
H8 -1.71 -1.11 3.81  -0.410
H9 -1.92 -2.82 4.28  0.254
H10 0.33 -1.87 4.56  0.607
H11 0.28 -3.38 3.65  0.485
Cl1 0.80 4.07 0.44  -0.146
C18 -0.63 3.74 -0.46  -0.201
C19 -1.26 2.50 -0.30  -0.188
C20 -2.46 2.40 -1.00  0.615
Cl2 -3.34 0.93 -0.87  -0.213
C21 -2.99 3.41 -1.80  -0.358
Cl3 -4.49 3.18 -2.64  -0.221
C22 -2.31 4.61 -1.94  0.356
Cl4 -2.95 5.89 -2.91  -0.256
C23 -1.10 4.77 -1.27  -0.167
Cl5 -0.23 6.25 -1.45  -0.229
S1 -0.01 1.22 4.51  -0.586
C24 1.30 1.56 3.56  -0.017
N4 1.41 1.45 2.27  0.758
C25 2.59 1.91 1.78  -1.187
C26 2.94 2.00 0.43  0.278
C27 4.14 2.59 0.09  -0.862
C28 5.01 3.09 1.05  -0.825
C29 4.69 2.99 2.40  -0.420
C30 3.49 2.41 2.75  0.643
S2 2.80 2.23 4.33  -0.463
H12 2.25 1.62 -0.31  0.814
H13 4.38 2.70 -0.96  0.358
H14 5.92 3.58 0.75  0.340
H15 5.35 3.39 3.16  0.398
C31 -4.73 1.86 2.05  -1.128
As1 -2.92 1.63 2.78  -0.251
C32 -2.14 3.40 2.74  -0.857
C33 -3.34 1.20 4.65  -1.144
O1 -2.17 0.48 1.97  -0.091
H16 -5.45 2.15 2.81  0.466
H17 -5.04 0.91 1.61  0.340
H18 -4.72 2.61 1.26  0.259
H19 -2.62 4.00 3.51  0.480
H20 -2.31 3.84 1.76  0.265
H21 -1.08 3.33 2.92  0.128
H22 -3.97 1.99 5.07  0.444
H23 -2.42 1.12 5.22  0.294
H24 -3.88 0.25 4.70  0.352
C34 -0.10 -0.44 -5.46  -1.358
N5 -0.14 0.43 -4.31  0.209
C35 -1.48 0.75 -3.84  -0.544
C36 0.83 0.39 -3.32  -0.296
O2 0.56 0.49 -2.13  0.593
N6 2.12 0.28 -3.76  0.760
C37 3.16 -0.04 -2.80  -0.768
C38 2.57 0.80 -5.03  -1.260
H25 -0.88 -1.20 -5.37  0.361
H26 0.86 -0.94 -5.54  0.392
H27 -0.28 0.14 -6.38  0.292
H28 -2.21 0.29 -4.51  0.462
H29 -1.63 1.83 -3.84  0.317
H30 -1.62 0.37 -2.83  -0.158
H31 2.69 -0.39 -1.90  -0.102
H32 3.78 0.83 -2.56  0.186
H33 3.80 -0.82 -3.22  0.357
H34 1.78 1.38 -5.50  0.337
H35 2.89 0.00 -5.71  0.303
H36 3.44 1.45 -4.87  0.382



# C38H36MoN10O4S5

A structure of composition C38H36MoN10O4S5 (ωB97M-V/def2-TZVPD, the OMol25 dataset).

Results
Orbital gap (spin up / spin down)   0.210 / 0.210 Ha
Highest occupied orbital energy (spin up / spin down)   -7.95 / -7.95 eV
E_tot   -119112.35720 eV

Last column: Mulliken charge in e.
Cartesian coordinates (Å):
Mo1 0.23 -0.20 1.22  0.998
O1 -2.91 -6.53 0.45  -0.727
C1 -3.49 -5.46 0.27  0.307
O2 -4.61 -5.17 -0.18  -0.735
C2 -2.64 -4.21 0.65  -0.870
C3 -1.34 -4.34 1.12  -0.853
C4 -0.59 -3.20 1.33  -0.090
N1 -1.06 -1.97 1.06  1.186
C5 -2.38 -1.85 0.78  0.410
C6 -3.18 -2.94 0.54  -1.032
C7 -2.86 -0.47 0.95  0.509
C8 -4.17 -0.07 0.74  -0.729
C9 -4.53 1.23 1.02  -0.954
C10 -3.56 2.10 1.52  -0.744
C11 -2.28 1.64 1.69  -0.478
N2 -1.92 0.38 1.40  0.653
C12 0.75 -3.18 1.95  0.654
C13 1.37 -4.31 2.46  -0.509
C14 2.60 -4.17 3.08  -0.983
C15 3.17 -2.91 3.16  -0.743
C16 2.49 -1.83 2.64  -0.488
N3 1.29 -1.96 2.05  0.924
H1 -0.96 -5.33 1.30  0.684
H2 -4.23 -2.86 0.28  0.680
H3 -4.90 -0.78 0.38  0.535
H4 -5.54 1.57 0.87  0.481
H5 -3.80 3.12 1.78  0.543
H6 -1.49 2.27 2.08  0.435
H7 0.91 -5.28 2.35  0.503
H8 3.11 -5.03 3.47  0.429
H9 4.13 -2.76 3.62  0.482
H10 2.90 -0.83 2.68  0.502
S1 3.16 3.98 6.54  -0.198
C17 2.55 3.02 5.37  0.120
S2 3.08 3.07 3.71  -0.020
C18 1.95 1.89 3.09  0.137
C19 1.09 1.34 4.00  0.393
S3 -0.07 0.17 3.53  -0.450
S4 1.24 1.89 5.64  -0.085
S5 1.91 1.42 1.45  -0.592
C20 0.13 -1.44 -3.37  -0.962
C21 0.88 -2.33 -4.40  -1.081
N4 1.01 -3.68 -3.86  -0.186
C22 1.83 -3.63 -2.66  -1.091
C23 1.13 -2.73 -1.60  -1.235
N5 -0.10 -2.18 -2.12  1.132
C24 -0.97 -3.34 -2.43  -0.300
C25 -0.32 -4.21 -3.54  -1.015
H11 -0.85 -1.15 -3.75  0.666
H12 0.67 -0.51 -3.15  0.427
H13 1.88 -1.95 -4.61  0.348
H14 0.34 -2.37 -5.35  0.390
H15 2.81 -3.24 -2.92  0.352
H16 1.97 -4.63 -2.27  0.301
H17 2.26 -1.08 -2.00  0.975
H18 0.90 -3.30 -0.69  0.139
H19 -1.94 -2.95 -2.73  0.708
H20 -1.11 -3.91 -1.51  -0.186
H21 -0.91 -4.21 -4.45  0.276
H22 -0.21 -5.24 -3.21  0.427
O3 1.47 -0.62 -0.34  0.085
N6 2.05 -1.63 -1.16  -0.185
C26 3.31 -2.12 -0.65  0.595
C27 3.41 -3.43 -0.19  0.536
N7 3.51 -4.52 0.19  -0.843
C28 4.40 -1.24 -0.76  -0.191
N8 5.29 -0.51 -0.87  -0.724
C29 -0.12 5.18 1.80  -0.991
C30 -1.03 5.28 0.58  -0.795
N9 -0.33 5.59 -0.66  0.275
C31 0.23 6.94 -0.79  -0.847
C32 1.75 6.94 -0.68  -1.084
C33 -0.26 4.79 -1.75  0.144
O4 0.17 5.18 -2.82  -0.633
C34 -0.70 3.35 -1.63  0.624
C35 -1.58 2.81 -2.56  -0.918
C36 -1.90 1.47 -2.46  -1.864
C37 -1.33 0.72 -1.45  -0.554
N10 -0.47 1.23 -0.55  2.090
C38 -0.16 2.52 -0.66  -0.703
H23 -0.70 4.91 2.68  0.431
H24 0.37 6.13 2.01  0.471
H25 0.65 4.42 1.66  0.087
H26 -1.77 6.08 0.76  0.365
H27 -1.61 4.37 0.44  0.377
H28 -0.22 7.55 -0.01  0.408
H29 -0.07 7.34 -1.76  0.449
H30 2.08 6.55 0.28  0.250
H31 2.12 7.96 -0.78  0.400
H32 2.18 6.34 -1.48  0.314
H33 -1.99 3.44 -3.34  0.545
H34 -2.58 1.00 -3.16  0.630
H35 -1.53 -0.34 -1.36  0.716
H36 0.54 2.91 0.05  0.169



Energy relative to the best compared isomer or geometry (same formula, charge and spin) (computed, eV): 1.334 1.315 1.180 0.000